# 1
Entry from the Open Molecules 2025 dataset: a structure of composition C32H27GeI2N2OW (ωB97M-V with the def2-TZVPD basis set).

For the orbital gap, the calculation gives 6.92 eV.

Structure (ORCA input):
```
! wB97M-V def2-TZVPD RIJCOSX def2/J DEFGRID3
* xyz 1 1
W 0.505 -2.229 -0.813
I 1.397 -0.642 5.828
C 1.170 -1.691 4.046
C 2.295 -2.031 3.305
C 2.129 -2.695 2.098
I 3.616 -2.804 0.631
C 0.860 -3.045 1.665
O 0.679 -3.681 0.486
C -0.267 -2.582 2.342
C -1.542 -2.633 1.554
N -1.350 -1.817 0.291
C -2.550 -1.833 -0.576
C -2.339 -2.738 -1.749
C -3.384 -3.327 -2.434
C -3.114 -4.085 -3.561
C -1.800 -4.236 -3.974
C -0.803 -3.635 -3.235
N -1.058 -2.896 -2.140
C -0.110 -1.927 3.550
H 3.285 -1.761 3.649
H -2.378 -2.208 2.110
H -1.785 -3.652 1.250
H -1.218 -0.854 0.607
H -2.694 -0.815 -0.948
H -3.444 -2.112 -0.017
H -4.397 -3.187 -2.084
H -3.920 -4.552 -4.112
H -1.545 -4.812 -4.851
H 0.238 -3.717 -3.512
H -0.977 -1.562 4.084
C 0.796 -0.422 -1.033
Ge 0.831 1.426 -0.432
C 2.462 1.811 0.531
C 3.195 2.961 0.254
C 4.338 3.258 0.988
C 4.746 2.415 2.010
C 4.018 1.269 2.299
C 2.886 0.969 1.558
C -0.727 1.426 0.763
C -0.613 1.280 2.145
C -1.747 1.183 2.945
C -3.011 1.224 2.376
C -3.144 1.382 1.001
C -2.010 1.484 0.206
C 0.512 2.659 -1.892
C -0.071 3.899 -1.625
C -0.274 4.819 -2.644
C 0.103 4.509 -3.942
C 0.683 3.280 -4.221
C 0.887 2.362 -3.201
H 0.811 -0.735 -2.142
H 2.879 3.630 -0.539
H 4.909 4.148 0.758
H 5.634 2.651 2.582
H 4.333 0.615 3.102
H 2.329 0.066 1.782
H 0.364 1.256 2.614
H -1.639 1.091 4.019
H -3.891 1.165 3.004
H -4.128 1.446 0.553
H -2.125 1.633 -0.864
H -0.376 4.151 -0.614
H -0.728 5.777 -2.425
H -0.056 5.225 -4.738
H 0.983 3.038 -5.233
H 1.345 1.406 -3.435
*
```



# 2
Entry from the Open Molecules 2025 dataset: a structure of composition C32H27N2O3P2PdS3 in a non-equilibrium geometry (ωB97M-V with the def2-TZVPD basis set).

For the orbital gap (alpha / beta), the calculation gives 5.90 / 5.90 eV.

Structure (ORCA input):
```
! wB97M-V def2-TZVPD RIJCOSX def2/J DEFGRID3
* xyz 1 1
Pd -1.483 0.897 0.808
S -1.334 2.224 -1.243
P 0.111 0.855 -1.587
C 0.174 0.375 0.137
P 0.898 -0.614 1.437
S -0.455 -0.071 2.823
C 2.608 -0.174 1.731
C 3.107 1.033 1.250
C 4.408 1.404 1.544
C 5.200 0.581 2.333
C 4.696 -0.615 2.829
C 3.400 -0.998 2.529
C 0.813 -2.319 0.902
C -0.416 -2.969 0.997
C -0.525 -4.271 0.536
C 0.578 -4.911 -0.010
C 1.803 -4.257 -0.105
C 1.926 -2.957 0.348
C 1.682 1.520 -2.138
C 2.631 0.691 -2.734
C 3.880 1.200 -3.047
C 4.177 2.530 -2.780
C 3.225 3.360 -2.203
C 1.977 2.856 -1.873
C -0.391 -0.516 -2.630
C -1.404 -0.260 -3.549
C -1.812 -1.268 -4.407
C -1.229 -2.525 -4.330
C -0.232 -2.779 -3.398
C 0.192 -1.774 -2.547
H 2.489 1.684 0.643
H 4.800 2.336 1.161
H 6.215 0.874 2.566
H 5.313 -1.250 3.450
H 3.010 -1.933 2.915
H -1.277 -2.455 1.409
H -1.475 -4.784 0.602
H 0.488 -5.931 -0.361
H 2.661 -4.765 -0.526
H 2.878 -2.445 0.276
H 2.394 -0.338 -2.972
H 4.618 0.561 -3.513
H 5.152 2.925 -3.035
H 3.451 4.401 -2.013
H 1.230 3.496 -1.419
H -1.892 0.705 -3.577
H -2.598 -1.074 -5.123
H -1.561 -3.313 -4.993
H 0.211 -3.763 -3.326
H 0.956 -1.987 -1.812
N -3.246 3.323 6.579
C -3.281 3.356 5.432
C -3.318 3.388 4.002
C -4.166 4.249 3.312
C -4.141 4.216 1.929
C -3.284 3.339 1.293
N -2.456 2.521 1.956
C -2.489 2.533 3.286
H -4.826 4.914 3.850
H -4.786 4.850 1.340
H -3.273 3.274 0.216
H -1.825 1.862 3.814
C -4.969 -1.943 -0.079
S -3.626 -0.856 0.320
O -4.075 0.508 0.024
O -3.318 -1.017 1.738
O -2.491 -1.247 -0.520
H -5.862 -1.582 0.425
H -4.721 -2.945 0.264
H -5.111 -1.933 -1.157
*
```



# 3
Entry from the Open Molecules 2025 dataset: a structure of composition C32H27N3O2SiTc in a non-equilibrium geometry (ωB97M-V with the def2-TZVPD basis set).

As for the expectation value of S²: 1.232. For the orbital gap (alpha / beta), the calculation gives 6.83 / 2.47 eV.

Structure (ORCA input):
```
! wB97M-V def2-TZVPD RIJCOSX def2/J DEFGRID3
* xyz 2 2
Tc 2.188 0.528 -0.011
C 2.080 -3.644 0.769
C 2.245 -2.289 0.196
N 2.171 -1.201 0.902
N 1.961 -1.195 2.255
C 1.985 0.033 2.690
O 2.209 1.054 1.824
C 1.769 0.370 4.080
C 1.827 1.707 4.487
C 1.576 2.028 5.808
C 1.265 1.025 6.716
C 1.220 -0.308 6.317
C 1.470 -0.642 5.002
C 2.527 -2.054 -1.234
C 2.665 -3.071 -2.150
C 2.964 -2.750 -3.473
C 3.121 -1.427 -3.835
C 2.967 -0.447 -2.868
N 2.668 -0.747 -1.601
H 1.857 -3.588 1.829
H 2.996 -4.221 0.621
H 1.271 -4.164 0.251
H 2.072 2.480 3.774
H 1.626 3.058 6.133
H 1.057 1.280 7.747
H 0.994 -1.082 7.037
H 1.441 -1.674 4.681
H 2.546 -4.100 -1.842
H 3.074 -3.537 -4.208
H 3.355 -1.142 -4.851
H 3.065 0.604 -3.107
O 0.555 0.663 -0.510
Si -1.150 0.797 -0.970
C -1.360 2.575 -1.366
C -2.135 2.964 -2.463
C -2.335 4.307 -2.747
C -1.753 5.279 -1.948
C -0.975 4.912 -0.855
C -0.784 3.572 -0.569
C -1.215 -0.301 -2.453
C -0.451 0.008 -3.588
C -0.480 -0.806 -4.709
C -1.274 -1.948 -4.711
C -2.036 -2.271 -3.597
C -2.004 -1.454 -2.474
C -2.131 0.164 0.446
C -1.615 -0.518 1.549
C -2.452 -0.986 2.550
C -3.822 -0.782 2.454
C -4.352 -0.108 1.362
C -3.514 0.370 0.367
H -2.588 2.214 -3.103
H -2.941 4.596 -3.595
H -1.905 6.326 -2.174
H -0.532 5.674 -0.227
H -0.196 3.305 0.306
H 0.137 0.922 -3.611
H 0.088 -0.541 -5.592
H -1.313 -2.576 -5.591
H -2.663 -3.152 -3.607
H -2.608 -1.710 -1.611
H -0.548 -0.692 1.641
H -2.040 -1.510 3.403
H -4.478 -1.143 3.234
H -5.419 0.054 1.291
H -3.943 0.915 -0.468
*
```



# 4
Entry from the Open Molecules 2025 dataset: a structure of composition C32H27N3OPS2Zr in a non-equilibrium geometry (ωB97M-V with the def2-TZVPD basis set).

For the orbital gap, the calculation gives 6.86 eV.

Structure (ORCA input):
```
! wB97M-V def2-TZVPD RIJCOSX def2/J DEFGRID3
* xyz 3 1
Zr 0.352 1.403 -0.345
C 0.305 1.832 4.152
C -0.058 1.884 2.805
N 0.736 1.466 1.814
C 1.991 1.034 2.136
C 2.439 0.952 3.479
C 1.544 1.335 4.496
C 3.776 0.540 3.755
C 4.670 0.363 2.749
C 4.268 0.484 1.386
C 5.180 0.389 0.318
C 4.700 0.429 -0.973
C 3.326 0.537 -1.191
N 2.438 0.700 -0.209
C 2.904 0.715 1.072
H -0.380 2.178 4.912
H -1.038 2.267 2.525
H 1.841 1.268 5.533
H 4.067 0.418 4.787
H 5.703 0.126 2.957
H 6.239 0.302 0.516
H 5.377 0.374 -1.810
H 2.943 0.496 -2.209
N 0.120 1.156 -2.639
C -0.391 -0.086 -3.255
C -0.714 -0.115 -4.605
C -1.176 -1.284 -5.194
C -1.297 -2.438 -4.440
C -0.976 -2.417 -3.094
C -0.544 -1.242 -2.477
P -0.142 -1.215 -0.681
C -0.753 -2.833 -0.099
C 0.164 -3.852 0.163
C -0.297 -5.129 0.438
C -1.660 -5.383 0.469
C -2.572 -4.356 0.263
C -2.126 -3.081 -0.029
C -1.571 -0.141 -0.072
C -1.817 -0.190 1.316
C -2.995 0.320 1.839
C -3.927 0.921 0.998
C -3.664 1.046 -0.361
C -2.492 0.528 -0.902
H -0.426 1.942 -3.035
H 1.069 1.312 -3.025
H -0.605 0.770 -5.215
H -1.431 -1.291 -6.241
H -1.639 -3.356 -4.891
H -1.078 -3.321 -2.515
H 1.225 -3.647 0.135
H 0.405 -5.927 0.621
H -2.021 -6.382 0.648
H -3.634 -4.546 0.316
H -2.842 -2.292 -0.213
H -1.140 -0.753 1.957
H -3.216 0.213 2.890
H -4.875 1.261 1.388
H -4.392 1.512 -1.012
H -2.395 0.496 -1.985
C -1.943 3.786 0.390
O -0.744 3.217 -0.190
C 0.271 4.246 -0.511
S 0.002 5.814 -0.289
S 1.653 3.435 -1.118
H -2.559 2.986 0.798
H -2.511 4.327 -0.374
H -1.667 4.498 1.176
*
```



| no. | E_tot (eV) |
| --- | --- |
| 1 | -113185.6557 |
| 2 | -97301.4941 |
| 3 | -52247.9210 |
| 4 | -72357.5722 |